A molecular structure, C21H48Cl2CuN2O13P2 in a non-equilibrium geometry, computed with the ωB97M-V functional and the def2-TZVPD basis.

```
89
Properties=species:S:1:pos:R:3:mulliken_spin:R:1
Cu -1.570 0.102 -0.809 -0.03
C -2.241 -1.284 -3.077 0.00
O -2.443 -1.783 -2.020 0.28
O -1.405 -0.377 -3.179 0.24
O -2.940 -1.631 -4.022 0.51
C -4.779 0.175 0.392 0.00
O -3.699 0.484 -0.144 0.00
N -5.203 0.718 1.577 0.00
C -6.573 0.550 2.131 0.00
C -4.567 1.805 2.350 0.00
H -5.478 -0.602 0.046 0.00
H -6.507 0.266 3.182 0.00
H -7.202 -0.236 1.713 0.00
H -7.096 1.502 2.047 0.00
H -3.667 2.167 1.854 0.00
H -5.318 2.583 2.217 0.00
H -4.419 1.587 3.408 0.00
C 0.031 2.375 -2.780 0.00
O -0.603 2.333 -1.670 0.00
N 1.257 2.904 -2.895 0.00
C 2.012 2.897 -4.158 0.00
C 2.036 3.484 -1.765 0.00
H -0.217 1.920 -3.752 0.00
H 3.012 2.467 -4.105 0.00
H 2.039 3.916 -4.544 0.00
H 1.535 2.262 -4.905 0.00
H 3.006 3.020 -1.589 0.00
H 2.064 4.574 -1.742 0.00
H 1.563 3.181 -0.831 0.00
Cl -0.271 -3.317 0.547 0.00
C -1.582 -3.456 1.728 0.00
C -2.894 -2.879 1.136 0.00
Cl -4.214 -2.949 2.312 0.00
H -1.361 -2.835 2.596 0.00
H -1.770 -4.440 2.158 0.00
H -3.255 -3.598 0.401 0.00
H -2.673 -1.855 0.837 0.00
C 0.712 -1.991 -4.939 0.00
C 1.828 -2.771 -5.610 0.00
O 3.006 -2.111 -5.262 0.00
P 3.811 -2.453 -3.887 0.00
O 3.851 -3.946 -3.508 0.00
O 5.272 -1.812 -4.117 0.00
C 6.145 -1.243 -3.163 0.00
C 6.487 0.199 -3.367 0.00
O 3.139 -1.433 -2.813 0.00
C 2.875 -1.797 -1.514 0.00
C 1.999 -0.730 -0.932 0.00
H -0.238 -2.518 -4.844 0.00
H 0.979 -1.607 -3.954 0.00
H 0.405 -1.165 -5.581 0.00
H 1.836 -3.833 -5.366 0.00
H 1.631 -2.736 -6.681 0.00
H 5.709 -1.390 -2.174 0.00
H 7.021 -1.892 -3.130 0.00
H 6.876 0.212 -4.385 0.00
H 5.614 0.846 -3.292 0.00
H 7.142 0.515 -2.555 0.00
H 2.404 -2.774 -1.409 0.00
H 3.808 -1.968 -0.976 0.00
H 2.455 0.259 -0.953 0.00
H 1.140 -0.585 -1.587 -0.01
H 1.616 -0.910 0.073 0.00
C 1.937 -1.268 4.620 0.00
C 0.529 -1.205 3.965 0.00
O 0.030 0.106 3.955 0.00
P -1.221 0.483 2.912 0.00
O -1.011 -0.018 1.551 0.02
O -2.577 -0.033 3.676 0.00
C -2.714 0.183 5.047 0.00
C -2.538 1.654 5.511 0.00
O -1.233 2.100 3.086 0.00
C -0.380 2.884 2.209 0.00
C 0.811 3.546 2.978 0.00
H 1.919 -1.203 5.707 0.00
H 2.229 -2.311 4.492 0.00
H 2.640 -0.651 4.062 0.00
H 0.515 -1.512 2.919 0.00
H -0.069 -1.871 4.586 0.00
H -3.725 -0.202 5.184 0.00
H -2.012 -0.443 5.599 0.00
H -3.125 2.302 4.859 0.00
H -3.052 1.866 6.449 0.00
H -1.500 1.976 5.434 0.00
H -0.059 2.406 1.283 0.00
H -0.910 3.710 1.735 0.00
H 1.446 4.157 2.337 0.00
H 0.489 4.210 3.780 0.00
H 1.445 2.739 3.346 0.00
```

energy	-140417.8279	eV
F_max	7.14	eV Å⁻¹
multiplicity	2
molar mass	733.02	g/mol
<S²>	0.760
HOMO (alpha / beta)	-8.314 / -8.309	eV